(1)
The following is a DFT calculation (the ωB97M-V functional and the def2-TZVPD basis) of a cluster of 2 separate species, C20H14Cl3N2O6 in total.

Each line ends with the natural charge from an NBO analysis.
Atoms and positions in Å:
C -1.764 5.295 -0.393  -0.63
C -0.524 4.442 -0.317  -0.07
O -0.685 3.605 0.887  -0.50
C 0.401 2.868 1.140  0.79
C 0.618 2.252 2.525  -0.44
C 2.073 1.573 2.699  0.58
O 2.255 0.986 3.758  -0.49
C 3.177 1.579 1.648  -0.06
C 3.796 2.810 1.413  -0.17
C 4.972 2.854 0.681  -0.19
C 5.574 1.669 0.225  0.07
N 6.670 1.744 -0.684  0.49
O 7.222 0.699 -1.095  -0.38
O 7.031 2.884 -1.062  -0.39
C 5.032 0.431 0.618  -0.19
C 3.851 0.383 1.342  -0.18
O 1.221 2.697 0.249  -0.61
H -1.762 5.867 -1.325  0.21
H -2.665 4.671 -0.364  0.23
H -1.772 6.000 0.446  0.21
H -0.406 3.783 -1.185  0.20
H 0.388 5.043 -0.211  0.18
H 0.381 2.979 3.256  0.25
H 3.385 3.732 1.819  0.22
H 5.444 3.792 0.444  0.24
H 5.558 -0.473 0.353  0.24
H 3.451 -0.569 1.697  0.24
Cl -0.333 0.892 2.699  0.12
C -3.004 0.087 4.709  -0.27
Cl -3.481 1.372 3.756  -0.01
C -3.131 -1.225 4.039  0.46
O -2.999 -1.456 2.849  -0.63
C -3.541 -2.219 5.070  0.06
C -3.268 -1.980 6.472  -0.09
C -3.867 -2.864 7.435  -0.20
C -4.675 -3.903 6.978  -0.28
C -4.867 -4.043 5.582  -0.01
N -4.320 -3.223 4.710  -0.39
C -2.472 -0.832 6.804  -0.19
Cl -2.007 -0.585 8.415  -0.05
C -2.221 0.173 5.850  -0.21
H -3.709 -2.692 8.513  0.22
H -5.176 -4.574 7.669  0.20
H -5.491 -4.855 5.219  0.17
H -1.571 1.017 6.100  0.22

As for the LUMO energy: 0.0176 Eh. As for the net charge: -1. The value obtained for the gap between HOMO and LUMO is 0.1271 hartree. For the molar mass, the calculation gives 484.7 g/mol. The calculation puts the total energy at -73796.4005 eV.



(2)
The following is a DFT calculation (the ωB97M-V functional and the def2-TZVPD basis) of a structure of composition C20H14N2RuS.

Each line ends with the natural charge from an NBO analysis.
Atoms and positions in Å:
Ru 0.167 0.378 0.288  0.77
S 2.718 -1.558 3.631  0.52
C 1.100 -2.102 3.528  -0.27
C 0.256 -1.488 2.667  -0.35
C 0.651 -0.262 2.056  0.03
C 2.601 -0.194 2.524  -0.05
C 3.342 0.705 0.236  0.26
C 4.434 1.102 -0.534  -0.22
C 4.279 1.530 -1.836  -0.10
C 3.000 1.565 -2.377  -0.21
C 1.960 1.184 -1.573  0.04
N 2.095 0.761 -0.295  -0.43
H 0.833 -2.949 4.147  0.28
H -0.713 -1.910 2.432  0.27
H 5.419 1.052 -0.092  0.25
H 5.136 1.823 -2.428  0.26
H 2.814 1.880 -3.393  0.26
H 0.942 1.210 -1.965  0.21
C -1.839 4.060 0.917  -0.21
C -1.131 4.670 1.942  -0.10
C -0.005 4.046 2.452  -0.21
C 0.395 2.826 1.931  0.21
N -0.308 2.236 0.948  -0.40
C -1.399 2.842 0.449  0.04
C 1.619 2.114 2.371  -0.12
C 2.758 2.823 2.614  -0.07
C 4.064 2.295 2.891  -0.23
C 4.540 1.113 2.463  -0.07
C 3.731 0.148 1.622  -0.38
C 1.550 0.706 2.592  -0.01
H -2.723 4.512 0.491  0.26
H -1.457 5.620 2.344  0.26
H 0.554 4.490 3.263  0.25
H -1.925 2.323 -0.344  0.22
H 2.679 3.905 2.613  0.24
H 4.746 2.945 3.427  0.26
H 5.542 0.811 2.743  0.25
H 4.325 -0.747 1.428  0.28

As for the LUMO energy: -0.2853 Eh. As for the net charge: +2. The value obtained for the gap between HOMO and LUMO is 0.2669 hartree. For the molar mass, the calculation gives 415.5 g/mol. The calculation puts the total energy at -37345.5513 eV.



(3)
The following is a DFT calculation (the ωB97M-V functional and the def2-TZVPD basis) of a structure of composition C20H15AuBrN4O3S.

Each line ends with the natural charge from an NBO analysis.
Atoms and positions in Å:
Au -0.056 0.622 -1.849  0.92
O 1.555 1.600 0.464  -0.92
S 0.662 0.994 1.405  2.29
O -0.548 1.628 1.802  -0.86
N 0.034 -0.294 0.359  -0.61
C -0.516 -1.410 0.607  0.17
C -0.753 -1.996 1.927  -0.01
C -1.374 -3.194 2.047  -0.25
C -1.762 -3.905 0.884  0.18
C -1.559 -3.429 -0.429  -0.21
C -1.930 -4.165 -1.572  -0.01
C -1.669 -3.620 -2.811  -0.23
C -1.069 -2.370 -2.878  0.15
N -0.714 -1.648 -1.796  -0.53
C -0.950 -2.173 -0.603  0.34
C 1.527 0.292 2.726  -0.37
C 2.768 -0.301 2.500  -0.18
C 3.458 -0.809 3.585  -0.19
C 2.921 -0.700 4.866  -0.12
C 1.690 -0.085 5.077  -0.19
C 0.976 0.417 4.003  -0.20
H -0.429 -1.430 2.792  0.27
H -1.575 -3.633 3.015  0.29
H -2.237 -4.874 1.011  0.27
H -2.403 -5.135 -1.472  0.27
H -1.923 -4.141 -3.724  0.29
H -0.863 -1.915 -3.838  0.24
H 3.195 -0.339 1.506  0.24
H 4.426 -1.269 3.444  0.26
H 3.477 -1.084 5.710  0.26
H 1.297 0.018 6.079  0.26
H 0.030 0.925 4.146  0.26
O 2.294 1.806 -3.409  0.12
N 1.955 0.855 -3.022  0.53
Br -1.653 6.815 -3.786  0.27
C -1.185 5.104 -3.270  -0.02
C -0.615 4.863 -2.020  -0.24
C -0.275 3.579 -1.668  0.05
N -0.474 2.533 -2.499  -0.58
C -1.033 2.759 -3.710  0.04
C -1.392 4.017 -4.123  -0.25
H -0.439 5.671 -1.325  0.28
H 0.172 3.365 -0.706  0.24
H -1.201 1.902 -4.347  0.23
H -1.838 4.153 -5.099  0.28

As for the LUMO energy: -0.4654 Eh. As for the net charge: +3. Its relative energy (zero: lowest compared OMol25 entry of this formula, charge and spin) is 26.6 kJ/mol. The value obtained for the gap between HOMO and LUMO is 0.1708 hartree. For the molar mass, the calculation gives 668.3 g/mol. The calculation puts the total energy at -117623.5710 eV.



(4)
The following is a DFT calculation (the ωB97M-V functional and the def2-TZVPD basis) of a structure of composition C20H15AuI2N3O4S.

Each line ends with the natural charge from an NBO analysis.
Atoms and positions in Å:
Au -0.090 0.084 -0.355  1.41
I 0.198 -6.979 1.989  0.25
C -0.346 -5.097 1.338  -0.14
C -1.120 -4.281 2.162  -0.26
C -1.459 -3.012 1.740  -0.21
I -2.565 -1.760 2.955  0.25
C -1.052 -2.551 0.459  0.34
O -1.406 -1.373 0.042  -0.65
C -0.246 -3.393 -0.359  -0.07
C 0.269 -2.857 -1.665  -0.25
N 1.169 -1.708 -1.443  -0.62
C 2.293 -1.974 -0.560  -0.29
C 2.041 -1.663 0.913  0.24
C 2.760 -2.342 1.887  -0.23
C 2.615 -1.980 3.214  -0.11
C 1.756 -0.942 3.549  -0.24
C 1.063 -0.312 2.537  0.07
N 1.209 -0.688 1.261  -0.50
C 0.092 -4.648 0.085  -0.24
H -1.442 -4.635 3.131  0.25
H 0.794 -3.658 -2.193  0.21
H -0.557 -2.514 -2.290  0.24
H 1.491 -1.299 -2.316  0.44
H 2.615 -3.018 -0.627  0.22
H 3.127 -1.342 -0.868  0.28
H 3.434 -3.135 1.594  0.24
H 3.170 -2.500 3.983  0.24
H 1.617 -0.627 4.573  0.25
H 0.374 0.498 2.732  0.23
H 0.704 -5.293 -0.532  0.24
O -0.430 3.218 -0.190  -0.56
C 0.609 2.940 -0.741  0.66
N 0.996 1.639 -0.999  -0.99
S 2.541 1.480 -1.543  2.30
O 3.390 0.998 -0.485  -0.94
O 2.539 0.712 -2.761  -0.94
C 2.746 3.210 -1.784  -0.24
C 3.821 3.869 -2.343  -0.20
C 3.757 5.257 -2.375  -0.17
C 2.658 5.939 -1.861  -0.18
C 1.586 5.255 -1.301  -0.15
C 1.644 3.875 -1.270  -0.16
H 4.673 3.333 -2.738  0.24
H 4.576 5.816 -2.808  0.23
H 2.639 7.020 -1.902  0.23
H 0.724 5.772 -0.902  0.25

As for the LUMO energy (alpha / beta): -0.2435 / -0.2432 Eh. As for the net charge: +1. The value obtained for the gap between HOMO and LUMO (alpha / beta) is 0.1728 / 0.1732 hartree. For the molar mass, the calculation gives 844.2 g/mol. The calculation puts the total energy at -64364.0873 eV.



(5)
The following is a DFT calculation (the ωB97M-V functional and the def2-TZVPD basis) of a cluster of 2 separate species, C20H15BF2N3O8S in total.

Each line ends with the natural charge from an NBO analysis.
Atoms and positions in Å:
C 5.984 1.934 3.724  -0.30
C 5.011 1.453 2.797  -0.04
C 3.810 1.173 1.680  -0.11
C 3.123 -0.303 1.486  -0.17
C 1.908 -0.533 0.386  -0.27
C 1.288 0.691 -0.573  0.21
C 2.060 2.158 -0.345  -0.18
C 3.278 2.399 0.730  0.01
C 3.981 3.909 0.857  -0.53
C 5.206 3.892 -0.281  0.79
O 5.101 4.521 -1.478  -0.60
O 6.426 3.122 0.011  -0.72
S 1.418 3.561 -1.461  0.27
C -0.458 3.220 -1.483  -0.19
C -1.552 4.442 -1.443  -0.22
C -3.168 4.153 -1.490  -0.27
C -3.619 2.546 -1.582  0.25
O -5.105 2.330 -1.603  -0.36
N -5.515 3.067 -0.522  0.36
O -6.734 3.124 -0.502  -0.29
C -2.512 1.334 -1.620  -0.27
C -0.861 1.597 -1.547  0.19
N 0.184 0.511 -1.583  -0.49
C -0.384 -0.882 -1.627  -0.05
N -1.134 -1.330 -0.395  -0.68
C -1.107 -2.829 -0.197  -0.46
H 6.425 2.350 4.753  0.29
H 3.534 -1.177 2.184  0.26
H 1.467 -1.637 0.321  0.26
H 3.210 4.715 0.501  0.28
H 4.417 4.104 1.936  0.28
H 7.251 3.557 -0.360  0.51
H -1.160 5.562 -1.368  0.25
H -3.952 5.031 -1.457  0.25
H -2.946 0.226 -1.705  0.28
H 0.524 -1.645 -1.766  0.20
H -1.017 -0.994 -2.633  0.22
H -0.873 -0.799 0.464  0.38
H -2.234 -3.205 -0.301  0.25
H -0.760 -3.142 0.897  0.22
H -0.513 -3.420 -1.038  0.20
B -4.109 -5.769 0.384  1.26
O -2.690 -5.524 0.663  -0.67
C -2.188 -6.652 1.184  0.66
O -1.026 -6.789 1.529  -0.57
C -3.220 -7.650 1.267  0.65
O -3.090 -8.786 1.695  -0.56
O -4.372 -7.152 0.798  -0.65
F -4.374 -5.613 -1.038  -0.56
F -4.936 -4.851 1.151  -0.56

As for the LUMO energy: 0.0218 Eh. As for the net charge: -1. The value obtained for the gap between HOMO and LUMO is 0.2595 hartree. For the molar mass, the calculation gives 506.2 g/mol. The calculation puts the total energy at -58762.3281 eV.



Q: What is the formula in the third record?
A: C20H15AuBrN4O3S



Q: Among the records above, which one has the highest net charge?
A: C20H15AuBrN4O3S



Q: What is the formula in the fifth record?
A: C20H15BF2N3O8S